Entry from OMol25: a structure of composition C31H25AsCrN6O10S3 (ωB97M-V with the def2-TZVPD basis set).

Properties
HOMO level (alpha / beta)   -5.59 / -5.53 eV
HOMO-LUMO gap (alpha / beta)   7.58 / 7.90 eV
Spin multiplicity   2
Energy relative to the best compared isomer or geometry (same formula, charge and spin)   0.00 kcal per mole
LUMO level (alpha / beta)   0.0731 / 0.0873 Eh
Total charge   -1

Atoms and positions in Å:
1 Cr -0.533 -0.356 0.280
2 N 5.656 2.813 4.048
3 C 4.428 2.235 3.727
4 C 3.331 2.397 4.576
5 C 2.122 1.799 4.276
6 C 2.007 1.027 3.128
7 C 3.093 0.838 2.286
8 C 4.298 1.444 2.586
9 S 0.467 0.288 2.726
10 O 0.768 -0.896 1.906
11 O -0.269 0.096 3.944
12 N -0.278 1.174 1.584
13 C -0.902 2.347 1.894
14 N -0.667 2.906 3.092
15 C -1.283 4.051 3.341
16 C -2.120 4.670 2.429
17 C -2.268 4.020 1.211
18 N -1.672 2.874 0.927
19 H 5.594 3.638 4.622
20 H 6.272 2.949 3.263
21 H 3.434 2.995 5.474
22 H 1.262 1.924 4.915
23 H 2.998 0.209 1.414
24 H 5.147 1.302 1.928
25 H -1.092 4.496 4.313
26 H -2.619 5.602 2.647
27 H -2.892 4.437 0.427
28 O -3.032 -2.160 3.394
29 As -3.203 -2.035 1.646
30 O -4.685 -1.535 1.235
31 O -1.914 -0.973 1.371
32 C -2.677 -3.833 1.128
33 C -2.928 -4.841 2.049
34 C -2.578 -6.158 1.769
35 C -1.957 -6.469 0.571
36 C -1.692 -5.464 -0.351
37 C -2.057 -4.161 -0.072
38 S -1.720 -2.878 -1.258
39 O -1.371 -3.502 -2.510
40 O -0.540 -2.194 -0.638
41 O -2.901 -2.049 -1.249
42 H -2.274 -1.607 3.646
43 H -3.384 -4.598 3.001
44 H -2.786 -6.934 2.494
45 H -1.677 -7.492 0.352
46 H -1.210 -5.677 -1.295
47 O 3.204 0.964 -1.324
48 S 2.305 -0.167 -1.298
49 O 2.568 -1.192 -0.328
50 N 0.762 0.296 -1.114
51 C 0.228 1.212 -2.025
52 C 0.894 1.937 -2.988
53 C 0.183 2.788 -3.862
54 C -1.172 2.934 -3.786
55 C -1.890 2.211 -2.803
56 C -3.291 2.294 -2.636
57 C -3.899 1.561 -1.658
58 C -3.116 0.737 -0.827
59 N -1.817 0.645 -0.971
60 C -1.189 1.357 -1.938
61 C 2.403 -0.901 -2.914
62 C 1.302 -1.525 -3.471
63 C 1.423 -2.148 -4.705
64 C 2.639 -2.135 -5.373
65 C 3.738 -1.502 -4.807
66 C 3.623 -0.881 -3.574
67 H 1.967 1.878 -3.079
68 H 0.747 3.335 -4.607
69 H -1.707 3.591 -4.460
70 H -3.862 2.938 -3.295
71 H -4.967 1.585 -1.501
72 H -3.582 0.152 -0.045
73 H 0.362 -1.552 -2.941
74 H 0.560 -2.648 -5.122
75 H 2.733 -2.618 -6.338
76 H 4.687 -1.491 -5.329
77 H 4.467 -0.374 -3.128